Entry 1:
The following is a DFT calculation (the ωB97M-V functional and the def2-TZVPD basis) of 2 unconnected molecules or ions with the total composition CH7OS in a non-equilibrium geometry.

For the max |F|, the calculation gives 0.0647 Eh/bohr. The LUMO energy is -0.1508 Ha. The value obtained for the HOMO energy is -16.58 eV. The charge is +1.

```
10
Properties=species:S:1:pos:R:3:forces:R:3
O -0.102 1.254 1.729 3.08 -0.50 1.16
H -0.189 1.033 -0.493 -0.71 -1.20 -0.23
H -0.625 1.947 2.078 -1.36 1.25 0.48
H 0.727 1.370 2.313 -1.66 -0.56 -1.42
C 1.129 -0.945 -0.789 0.84 -0.95 0.79
S -0.596 -0.305 -0.698 1.64 1.33 0.53
H 1.329 -0.842 -1.842 0.32 -0.38 -0.30
H 1.152 -1.980 -0.416 -0.66 0.02 -0.84
H 2.004 -0.580 -0.192 -1.41 1.02 -0.30
H -0.813 -0.434 0.623 -0.06 -0.02 0.13
```
Forces are in eV/Å.

Entry 2:
The following is a DFT calculation (the ωB97M-V functional and the def2-TZVPD basis) of C8H7NO in the gas phase in a non-equilibrium geometry.

For the max |F|, the calculation gives 0.1218 Eh/bohr. The LUMO energy is 0.0219 Ha. As for the SMILES: C1=C/C=C\C=C2\C[C@H]2ON=1. The value obtained for the HOMO energy is -9.07 eV. The charge is 0.

```
17
Properties=species:S:1:pos:R:3:forces:R:3
C -1.121 -0.076 -1.779 3.74 0.61 -1.10
C -2.079 -0.258 -0.955 -2.32 -0.47 1.94
C -2.176 0.456 0.343 -1.20 1.64 0.01
C -1.219 0.544 1.272 0.69 -2.27 -2.91
C 0.073 -0.111 1.476 0.66 0.17 -1.41
C 1.083 -0.263 0.641 -1.76 0.22 -2.40
C 2.425 -0.605 0.259 -1.97 -1.24 -1.76
C 1.513 0.087 -0.768 1.93 5.01 3.23
O 1.138 -0.347 -1.979 -0.59 -1.77 -1.01
N -0.083 0.301 -2.377 -1.80 -0.08 0.26
H -2.906 -0.954 -1.067 0.27 -0.11 -0.68
H -3.183 1.044 0.579 2.20 -1.44 -0.70
H -1.481 1.067 2.068 -1.26 2.36 3.68
H 0.306 -0.425 2.443 -0.13 -0.38 1.87
H 2.649 -1.577 -0.058 0.18 -1.68 0.13
H 3.194 -0.115 0.696 2.46 1.66 0.95
H 1.868 1.233 -0.795 -1.12 -2.21 -0.09
```
Forces are in eV/Å.

Entry 3:
The following is a DFT calculation (the ωB97M-V functional and the def2-TZVPD basis) of a molecular structure, C10H28IN2O4Pd in a non-equilibrium geometry.

For the max |F|, the calculation gives 0.0397 Eh/bohr. The LUMO energy (alpha / beta) is -0.1855 / -0.2886 Ha. The value obtained for the HOMO energy (alpha / beta) is -11.10 / -11.10 eV. The charge is +1. The multiplicity is 3.

```
46
Properties=species:S:1:pos:R:3:forces:R:3
Pd 4.425 0.666 1.667 -0.99 -0.16 -0.30
I 1.785 0.173 0.714 1.07 0.08 -0.09
C -1.744 3.953 4.018 -0.17 0.36 -0.16
C -1.113 2.692 3.441 -0.61 0.03 -0.04
C -2.208 1.711 2.983 0.52 0.41 0.25
O -3.080 1.415 4.048 0.41 -0.31 0.14
C -3.689 0.156 3.932 -0.85 -0.25 -0.24
N -0.278 3.078 2.305 -0.05 -0.23 -0.99
H -2.476 3.780 4.804 0.21 -0.31 0.11
H -2.302 4.472 3.230 0.11 -0.05 -0.10
H -0.987 4.652 4.373 0.06 -0.09 0.04
H -0.467 2.211 4.178 -0.10 -0.05 0.09
H -1.707 0.826 2.569 -0.19 -0.24 0.13
H -2.767 2.188 2.167 -0.07 -0.02 -0.11
H -4.480 0.083 4.679 0.11 0.15 0.09
H -3.029 -0.706 4.071 0.35 0.24 -0.03
H -4.180 0.050 2.955 0.08 -0.03 -0.02
H 0.230 2.283 1.917 0.07 -0.01 0.52
H -0.906 3.286 1.521 0.10 0.44 0.29
C 3.830 -0.433 -3.153 1.25 -0.34 0.55
C 2.464 -1.106 -3.371 0.15 0.53 -0.35
C 2.378 -2.489 -2.710 -0.06 -0.04 -0.10
O 3.485 -3.271 -3.039 -0.15 0.26 0.08
C 3.528 -3.613 -4.411 0.45 -0.92 -0.35
N 1.469 -0.234 -2.840 0.71 0.48 1.85
H 3.967 0.566 -3.563 -0.41 0.01 -0.14
H 4.650 -1.050 -3.531 -0.41 -0.08 -0.44
H 4.074 -0.409 -2.085 -0.48 0.20 0.05
H 2.286 -1.130 -4.461 0.06 -0.25 0.04
H 1.451 -3.009 -2.971 -0.12 0.15 -0.14
H 2.367 -2.326 -1.629 0.21 -0.12 0.05
H 4.090 -2.902 -5.025 -0.23 0.30 0.12
H 2.537 -3.801 -4.832 -0.09 0.21 0.06
H 4.076 -4.554 -4.493 -0.04 0.08 0.13
H 1.706 0.761 -2.756 -0.26 -0.03 -0.80
H 1.091 -0.481 -1.912 -0.67 -0.35 -0.32
C -2.760 -0.248 -0.598 -0.43 -0.33 0.01
C -2.035 -1.547 -0.325 0.68 0.29 0.25
O -1.447 -1.543 0.978 -0.36 -0.10 0.08
O -1.883 0.850 -0.774 0.32 0.07 -0.37
H -3.463 -0.045 0.216 0.12 -0.04 0.11
H -3.363 -0.355 -1.503 0.16 0.12 -0.08
H -1.210 -1.667 -1.043 -0.28 -0.09 -0.31
H -2.692 -2.411 -0.399 -0.10 0.05 0.04
H -0.543 -1.231 0.915 0.13 -0.05 0.09
H -1.080 0.713 -0.259 -0.21 0.04 0.31
```
Forces are in eV/Å.

Copy entry 1 word for word.
The following is a DFT calculation (the ωB97M-V functional and the def2-TZVPD basis) of 2 unconnected molecules or ions with the total composition CH7OS in a non-equilibrium geometry.

For the max |F|, the calculation gives 0.0647 Eh/bohr. The LUMO energy is -0.1508 Ha. The value obtained for the HOMO energy is -16.58 eV. The charge is +1.

```
10
Properties=species:S:1:pos:R:3:forces:R:3
O -0.102 1.254 1.729 3.08 -0.50 1.16
H -0.189 1.033 -0.493 -0.71 -1.20 -0.23
H -0.625 1.947 2.078 -1.36 1.25 0.48
H 0.727 1.370 2.313 -1.66 -0.56 -1.42
C 1.129 -0.945 -0.789 0.84 -0.95 0.79
S -0.596 -0.305 -0.698 1.64 1.33 0.53
H 1.329 -0.842 -1.842 0.32 -0.38 -0.30
H 1.152 -1.980 -0.416 -0.66 0.02 -0.84
H 2.004 -0.580 -0.192 -1.41 1.02 -0.30
H -0.813 -0.434 0.623 -0.06 -0.02 0.13
```
Forces are in eV/Å.

- What is the max |F| in the first record?
  0.0647 Eh/bohr

- Among the records above, which one has the lowest max |F|?
  C10H28IN2O4Pd

Copy entry 2 word for word.
The following is a DFT calculation (the ωB97M-V functional and the def2-TZVPD basis) of C8H7NO in the gas phase in a non-equilibrium geometry.

For the max |F|, the calculation gives 0.1218 Eh/bohr. The LUMO energy is 0.0219 Ha. As for the SMILES: C1=C/C=C\C=C2\C[C@H]2ON=1. The value obtained for the HOMO energy is -9.07 eV. The charge is 0.

```
17
Properties=species:S:1:pos:R:3:forces:R:3
C -1.121 -0.076 -1.779 3.74 0.61 -1.10
C -2.079 -0.258 -0.955 -2.32 -0.47 1.94
C -2.176 0.456 0.343 -1.20 1.64 0.01
C -1.219 0.544 1.272 0.69 -2.27 -2.91
C 0.073 -0.111 1.476 0.66 0.17 -1.41
C 1.083 -0.263 0.641 -1.76 0.22 -2.40
C 2.425 -0.605 0.259 -1.97 -1.24 -1.76
C 1.513 0.087 -0.768 1.93 5.01 3.23
O 1.138 -0.347 -1.979 -0.59 -1.77 -1.01
N -0.083 0.301 -2.377 -1.80 -0.08 0.26
H -2.906 -0.954 -1.067 0.27 -0.11 -0.68
H -3.183 1.044 0.579 2.20 -1.44 -0.70
H -1.481 1.067 2.068 -1.26 2.36 3.68
H 0.306 -0.425 2.443 -0.13 -0.38 1.87
H 2.649 -1.577 -0.058 0.18 -1.68 0.13
H 3.194 -0.115 0.696 2.46 1.66 0.95
H 1.868 1.233 -0.795 -1.12 -2.21 -0.09
```
Forces are in eV/Å.